Record 1
Below is a molecular structure, C43H46N4NbO5S2 in a non-equilibrium geometry, with properties calculated with wB97M-V/def2-TZVPD.

Summary:
Expectation value of S²: 0.756
HOMO level (spin up / spin down) in eV: -7.6 / -8.5
Energy above the lowest of the compared OMol25 structures with the same formula, charge and spin in kJ/mol: 0.0
Orbital gap (spin up / spin down) in eV: 6.2 / 7.2
Spin multiplicity: 2
Calculated total energy in Eh: -3114.7720
Charge: 0

Geometry as XYZ:
```
101
Properties=species:S:1:pos:R:3:lowdin_charge:R:1
Nb -0.2574 -0.0285 0.0768 1.4260
C -2.1317 3.6952 -1.0043 -0.0725
C -0.8787 4.4685 -1.3312 -0.3859
C -0.6203 4.5348 -2.8160 -0.0832
C 0.4095 4.1680 -0.5590 -0.0937
C 1.3206 5.2290 -0.7426 -0.0632
C 2.4673 5.3350 -0.0125 -0.0741
C 2.7722 4.3860 0.9753 -0.0307
C 1.9340 3.2750 1.1968 -0.1193
C 2.3131 2.2912 2.2688 -0.3659
C 2.4367 3.0268 3.6297 -0.0613
C 3.6915 1.6988 2.0188 -0.0752
C 0.7020 3.1881 0.4189 -0.1408
N -0.1517 2.1148 0.8067 -0.0490
C -0.9650 2.4080 1.8731 -0.4845
O -1.3183 3.5118 2.3041 0.0735
C -1.3405 1.2498 2.6570 -0.1956
C -1.9810 1.3905 3.8811 0.0288
C -2.2049 0.2524 4.6274 -0.0110
C -1.6670 -0.9794 4.2026 0.0411
C -1.0128 -1.0406 2.9742 -0.1891
N -0.8931 0.0764 2.1761 -0.0337
C -0.2564 -2.2193 2.5744 -0.4642
O -0.1688 -3.2483 3.2084 0.0796
N 0.3858 -1.8830 1.3436 -0.0245
C 1.2545 -2.8612 0.7562 -0.1942
C 0.7113 -3.7301 -0.2171 -0.1178
C 1.5277 -4.6718 -0.8298 -0.0664
C 2.8802 -4.5807 -0.7322 -0.0799
C 3.4607 -3.5803 0.0714 -0.0310
C 2.6394 -2.7534 0.8650 -0.1456
C 3.2255 -1.8912 1.9960 -0.3600
C 3.0649 -2.6589 3.3571 -0.0257
C 4.6445 -1.4864 1.7328 -0.1071
C -0.7780 -3.8804 -0.5604 -0.4150
C -1.4157 -5.1035 0.1226 -0.0488
C -1.0259 -3.8776 -2.0707 -0.0631
H -1.9906 2.5938 -0.9916 0.0284
H -2.4483 3.9960 -0.0226 0.0687
H -2.8588 3.9418 -1.7832 0.0830
H -1.0809 5.5121 -1.0859 0.1359
H -1.4689 4.9394 -3.3798 0.0833
H 0.1954 5.1780 -3.0954 0.0561
H -0.3819 3.5192 -3.2107 0.0799
H 1.1056 5.9871 -1.5013 0.1119
H 3.1219 6.1748 -0.2177 0.1025
H 3.6259 4.5225 1.6102 0.1022
H 1.5509 1.4876 2.3961 0.1168
H 3.4680 3.3626 3.7134 0.0697
H 1.7190 3.8613 3.7958 0.0967
H 2.2691 2.2923 4.4173 0.0747
H 4.3926 2.4069 1.5843 0.0794
H 4.1696 1.3544 2.9387 0.0831
H 3.6178 0.8624 1.2820 0.0615
H -2.3911 2.3757 4.1337 0.1353
H -2.7782 0.3260 5.5353 0.1111
H -1.6885 -1.9602 4.7584 0.1466
H 1.1341 -5.4773 -1.4261 0.1093
H 3.4287 -5.2293 -1.4211 0.1074
H 4.5271 -3.4653 0.0021 0.0945
H 2.5725 -0.9702 2.0601 0.1193
H 3.7125 -3.5620 3.3192 0.0964
H 3.2863 -2.0442 4.2357 0.0786
H 2.0253 -2.9763 3.4211 0.0468
H 5.3715 -2.2937 1.5876 0.0786
H 4.7535 -0.8730 0.8400 0.0718
H 5.0032 -1.0001 2.6122 0.0661
H -1.3523 -3.0212 -0.1950 -0.0163
H -0.9335 -6.0730 -0.0125 0.0775
H -1.5481 -4.9420 1.2317 0.0947
H -2.4247 -5.1776 -0.2474 0.0651
H -0.6306 -4.8368 -2.4600 0.0803
H -2.1353 -3.8669 -2.1934 0.0808
H -0.5762 -3.0798 -2.6439 0.0521
O 1.5737 0.0315 -0.7856 -0.3264
N 1.5933 -0.6353 -2.0289 -0.1363
C 2.7800 -1.1299 -2.3776 -0.0057
C 2.9334 -1.6433 -3.6307 -0.0476
C 1.9488 -1.5387 -4.5845 -0.0241
C 0.6747 -1.0387 -4.1928 -0.0512
C 0.5116 -0.5388 -2.8845 -0.6203
S -0.8102 0.4384 -2.3350 0.6740
H 3.5400 -1.0509 -1.6303 0.1359
H 3.8755 -1.9439 -4.0133 0.1081
H 2.0697 -1.9918 -5.5488 0.1117
H -0.2326 -1.0945 -4.8039 0.1196
O -7.9316 1.7601 -2.8049 0.0734
C -7.2882 0.6566 -3.2983 -0.4428
O -7.7720 -0.0115 -4.2010 0.1038
C -6.0378 0.2423 -2.5611 -0.1172
C -5.5826 1.0104 -1.4531 -0.0089
C -4.4292 0.5855 -0.8330 -0.1481
C -3.6909 -0.5029 -1.2565 -0.6079
S -2.4489 -1.0855 -0.0679 0.6390
C -4.1341 -1.2344 -2.3848 -0.0825
C -5.3363 -0.9070 -2.9832 -0.0060
H -7.3936 2.5533 -2.6134 0.1194
H -6.1456 1.8436 -1.1008 0.1027
H -4.1791 1.1056 0.1150 0.1115
H -3.4918 -2.0207 -2.7931 0.0982
H -5.7327 -1.5299 -3.7742 0.1209
```

---

Record 2
Below is a molecular structure, C43H46N4PRu in a non-equilibrium geometry, with properties calculated with wB97M-V/def2-TZVPD.

Summary:
Expectation value of S²: 8.765
HOMO level (spin up / spin down) in eV: -6.4 / -7.0
Orbital gap (spin up / spin down) in eV: 7.2 / 6.1
Spin multiplicity: 6
Calculated total energy in Eh: -2321.2552
Charge: 0

Geometry as XYZ:
```
95
Properties=species:S:1:pos:R:3:lowdin_charge:R:1
Ru 0.3484 0.6770 -0.4315 1.4744
C -0.3168 3.5274 -1.8510 -0.0684
N -1.1245 2.3379 -1.5438 -0.2412
C -2.2297 2.7217 -0.6492 -0.0704
C -1.6602 1.6956 -2.7306 -0.2215
C -2.3391 2.4104 -3.7080 -0.0348
C -2.8569 1.7789 -4.8259 -0.0950
C -2.6870 0.4024 -4.9508 -0.0874
C -2.0312 -0.3180 -3.9725 -0.0281
C -1.5221 0.3128 -2.8231 -0.2723
N -0.8252 -0.3454 -1.8319 -0.0862
C -1.0403 -1.7199 -1.6684 -0.2753
C -2.3349 -2.2542 -1.6742 -0.0480
C -2.5535 -3.6155 -1.5781 -0.0871
C -1.4725 -4.4842 -1.4596 -0.0914
C -0.1940 -3.9557 -1.3945 -0.0366
C 0.0259 -2.5822 -1.4569 -0.2287
N 1.3287 -2.0239 -1.2804 -0.2028
C 1.9719 -2.5067 -0.0686 -0.0844
C 2.1912 -2.1811 -2.4425 -0.0670
H -0.9147 4.3044 -2.3394 0.0852
H 0.0695 3.9312 -0.9161 0.0689
H 0.5184 3.2606 -2.4924 0.0776
H -2.9035 3.4258 -1.1511 0.0945
H -2.7953 1.8322 -0.3714 0.0774
H -1.8341 3.1883 0.2485 0.0690
H -2.4557 3.4813 -3.5993 0.1064
H -3.3804 2.3464 -5.5821 0.0960
H -3.0610 -0.1135 -5.8255 0.1014
H -1.8924 -1.3840 -4.0913 0.1124
H -3.1697 -1.5748 -1.7929 0.1186
H -3.5647 -4.0006 -1.6001 0.1023
H -1.6275 -5.5532 -1.3965 0.0992
H 0.6549 -4.6150 -1.2635 0.1115
H 2.0374 -3.6046 -0.0250 0.0880
H 2.9793 -2.1082 -0.0366 0.0670
H 1.4435 -2.1701 0.8261 0.0369
H 2.5580 -3.2123 -2.5551 0.0919
H 1.6445 -1.9070 -3.3442 0.0924
H 3.0468 -1.5121 -2.3469 0.0788
C 1.3299 -3.5007 2.9967 -0.0879
C 1.5685 -2.1842 3.3595 -0.0829
C 0.7158 -1.1721 2.9297 -0.0987
C -0.3792 -1.4704 2.1258 -0.3989
C -0.6004 -2.7989 1.7512 -0.1184
C 0.2394 -3.8070 2.1920 -0.0905
P -1.6104 -0.2321 1.5438 1.0425
C -3.0281 -0.6536 2.6348 -0.3709
C -4.3071 -0.4101 2.1430 -0.1040
C -5.4274 -0.6630 2.9236 -0.0865
C -5.2763 -1.1740 4.2036 -0.0895
C -4.0046 -1.4321 4.7006 -0.0807
C -2.8878 -1.1743 3.9204 -0.0920
C -0.9853 1.3484 2.1901 -0.4502
C -1.4007 1.9754 3.3600 -0.0802
C -0.9164 3.2402 3.6669 -0.0849
C -0.0211 3.8605 2.8063 -0.0908
C 0.4044 3.2173 1.6485 -0.1762
C -0.0656 1.9507 1.3049 -0.3086
H 1.9954 -4.2853 3.3323 0.1052
H 2.4117 -1.9444 3.9945 0.1027
H 0.8961 -0.1482 3.2292 0.0965
H -1.4453 -3.0452 1.1187 0.1026
H 0.0497 -4.8298 1.8942 0.1109
H -4.4256 -0.0239 1.1365 0.0929
H -6.4162 -0.4687 2.5290 0.1015
H -6.1470 -1.3781 4.8124 0.1007
H -3.8842 -1.8381 5.6960 0.1022
H -1.8991 -1.3879 4.3104 0.1072
H -2.1126 1.4933 4.0203 0.0986
H -1.2425 3.7423 4.5689 0.1002
H 0.3425 4.8557 3.0320 0.1012
H 1.0933 3.7460 0.9978 0.0761
C 4.4693 -0.0898 0.8259 -0.1071
N 3.3970 0.8669 1.0455 -0.2534
C 3.4795 1.3591 2.4127 -0.1041
C 3.5507 1.9895 0.1280 -0.2050
C 3.2811 1.6586 -1.3189 -0.2620
C 4.3231 1.8078 -2.2321 -0.0617
C 4.1299 1.5695 -3.5852 -0.0923
C 2.8785 1.1785 -4.0335 -0.0967
C 1.8418 1.0146 -3.1228 -0.1632
C 2.0100 1.2490 -1.7551 -0.2008
H 5.4476 0.3448 1.0914 0.0923
H 4.5034 -0.3784 -0.2220 0.0760
H 4.3064 -0.9776 1.4360 0.0775
H 4.4145 1.9181 2.5804 0.0904
H 3.4641 0.5202 3.1043 0.0742
H 2.6365 2.0137 2.6318 0.0687
H 4.5712 2.3996 0.2238 0.1189
H 2.8621 2.7704 0.4521 0.0936
H 5.3012 2.1141 -1.8761 0.1055
H 4.9502 1.6914 -4.2813 0.0979
H 2.7092 0.9946 -5.0879 0.1005
H 0.8774 0.6855 -3.4938 0.0781
```

---

> Look up the expectation value of S² of the second one.

8.765